Molecular formula: C5H12N2
Method: DFT, ωB97M-V/def2-TZVPD

Calculated values
Charge   0
Max |F|   4.5 eV Å⁻¹
E_LUMO   0.453 eV
Orbital gap   7.898 eV
DFT total energy   -306.97107 Ha
HOMO   -7.4 eV

CARTESIAN COORDINATES (ANGSTROEM)
C  -1.61153  -2.48935  2.84418
C  -1.22974  -1.72582  1.61996
C  -0.02471  0.63175  -0.81191
C  0.92067  1.57733  -1.59953
C  2.67953  1.87502  -2.36862
N  2.28864  0.82915  -1.74210
N  -1.96556  -1.02253  0.83979
H  -0.84635  -3.06257  3.33166
H  -1.43375  -1.33724  3.13043
H  -2.65998  -2.73878  2.91464
H  -0.24197  -2.01769  1.24336
H  -0.57865  1.11385  -0.01346
H  -0.68094  0.06417  -1.47494
H  0.98941  2.52604  -1.04275
H  0.44137  1.81055  -2.55157
H  2.66495  1.94510  -3.47968
H  3.29112  2.64070  -1.86550
H  -2.62906  -0.48470  1.40772
H  0.62655  -0.13497  -0.38167

Force components x, y, z for each atom (eV/Å):
0.4128 4.4380 0.1541
-0.2138 -2.9314 -3.1162
1.0463 -0.9322 -0.2955
-0.9610 -0.1945 0.4893
1.7491 -1.4940 -0.1400
-0.8159 0.8932 0.0114
1.2671 1.4091 1.4207
0.0425 -0.3400 -0.0432
-0.7221 -1.7925 2.0581
0.0641 -0.0832 0.1891
0.0796 0.1256 -0.1680
-0.0910 0.1778 -0.2030
-0.1313 0.4075 0.0641
0.1382 -0.1124 -0.0461
0.0047 0.0880 -0.2608
-0.5568 0.4850 0.0584
-0.0479 0.5543 -0.0335
-1.0511 -0.9297 -0.3983
-0.2135 0.2315 0.2595